The following is a DFT calculation (wB97M-V/def2-TZVPD) of a molecular structure, C36H53AsBr2KN2PSi2 in a non-equilibrium geometry.

Geometry as ORCA input:
```
! RIJCOSX wB97M-V def2-TZVPD def2/J DEFGRID3
* xyz 0 1
K -0.487 0.279 -0.067
C -1.107 2.887 2.919
C -2.007 2.128 1.969
C -2.216 2.577 0.658
C -1.643 3.903 0.201
C -3.013 1.827 -0.217
C -3.253 2.288 -1.636
C -3.605 0.634 0.219
C -4.554 -0.096 -0.696
C -3.362 0.169 1.517
C -3.860 -1.191 1.949
C -2.629 0.956 2.413
C -2.560 0.568 3.873
H -1.678 3.586 3.537
H -0.347 3.449 2.384
H -0.584 2.199 3.584
H -0.703 3.771 -0.347
H -1.455 4.563 1.044
H -2.342 4.415 -0.457
H -4.190 2.849 -1.706
H -3.316 1.433 -2.308
H -2.449 2.927 -1.995
H -5.191 0.614 -1.223
H -5.202 -0.771 -0.141
H -4.008 -0.675 -1.446
H -4.861 -1.141 2.387
H -3.189 -1.624 2.690
H -3.895 -1.872 1.101
H -1.695 -0.064 4.089
H -3.454 0.022 4.167
H -2.491 1.452 4.504
N 3.438 0.368 -1.150
P 2.253 1.579 -0.837
C 3.214 2.979 -1.538
C 4.521 3.244 -1.126
C 5.240 4.272 -1.711
C 4.658 5.050 -2.707
C 3.360 4.795 -3.117
C 2.638 3.762 -2.533
C 2.620 1.936 0.929
C 3.276 1.033 1.755
C 3.520 1.348 3.085
C 3.113 2.570 3.596
C 2.458 3.480 2.776
C 2.207 3.161 1.452
C 3.035 -0.957 -1.161
C 3.887 -1.978 -1.590
C 3.411 -3.273 -1.565
C 2.114 -3.512 -1.126
C 1.358 -2.439 -0.701
N 1.807 -1.181 -0.696
H 4.204 0.607 -1.759
H 4.969 2.651 -0.336
H 6.255 4.472 -1.393
H 5.222 5.855 -3.161
H 2.910 5.394 -3.899
H 1.624 3.552 -2.853
H 3.615 0.087 1.350
H 4.026 0.637 3.727
H 3.310 2.817 4.632
H 2.150 4.438 3.176
H 1.708 3.877 0.806
H 4.887 -1.747 -1.932
H 4.040 -4.089 -1.894
H 1.705 -4.512 -1.106
H 0.345 -2.586 -0.346
Br 0.578 -1.005 2.725
C 1.905 -2.517 2.782
Br 1.112 -4.227 2.470
H 2.291 -2.489 3.790
H 2.638 -2.288 2.020
C -3.446 -3.800 -1.282
Si -2.408 -3.389 -2.827
C -1.145 -4.799 -3.021
C -3.627 -3.577 -4.275
As -1.521 -1.285 -2.608
Si -0.186 -1.116 -4.453
C 0.226 0.740 -4.589
C 1.509 -1.984 -4.422
C -0.964 -1.636 -6.107
H -3.804 -4.832 -1.311
H -4.322 -3.149 -1.226
H -2.866 -3.673 -0.363
H -1.625 -5.731 -3.331
H -0.618 -4.988 -2.082
H -0.402 -4.536 -3.777
H -4.091 -4.568 -4.293
H -3.120 -3.427 -5.230
H -4.422 -2.831 -4.202
H 0.658 1.090 -3.644
H -0.682 1.320 -4.771
H 0.938 0.964 -5.388
H 2.186 -1.473 -3.734
H 1.976 -1.998 -5.410
H 1.413 -3.017 -4.078
H -1.948 -1.179 -6.228
H -1.097 -2.721 -6.137
H -0.347 -1.355 -6.964
*
```

Output
- Kohn-Sham gap (eV) = 5.556
- highest occupied orbital energy (eV) = -5.65

---

The following is a DFT calculation (wB97M-V/def2-TZVPD) of a molecular structure, C36H53AuBN4P2S in a non-equilibrium geometry.

Geometry as ORCA input:
```
! RIJCOSX wB97M-V def2-TZVPD def2/J DEFGRID3
* xyz 1 1
Au 0.075 -0.085 0.209
C 2.907 -0.270 -2.582
C 3.744 -0.146 -1.293
C 4.976 0.724 -1.530
C 4.163 -1.559 -0.851
P 2.542 0.540 -0.057
C 2.442 2.330 -0.583
N 1.065 2.690 -0.673
B -0.015 1.872 -0.311
N -1.206 2.513 -0.703
C -2.495 1.904 -0.621
P -2.249 0.055 -0.669
C -3.823 -0.530 0.124
C -5.088 0.177 -0.356
C -3.915 -2.054 -0.065
C -3.642 -0.267 1.628
C -2.136 -0.332 -2.499
C -1.161 0.652 -3.156
C -1.551 -1.749 -2.629
C -3.490 -0.250 -3.204
C -0.861 3.734 -1.300
C -1.644 4.722 -1.866
C -0.998 5.813 -2.441
C 0.389 5.912 -2.440
C 1.181 4.926 -1.856
C 0.541 3.841 -1.289
C 3.229 0.661 1.680
C 2.360 1.675 2.434
C 3.054 -0.726 2.325
C 4.695 1.083 1.760
H 3.519 -0.718 -3.368
H 2.556 0.701 -2.944
H 2.039 -0.912 -2.416
H 5.578 0.231 -2.297
H 5.593 0.826 -0.642
H 4.733 1.722 -1.893
H 4.641 -2.066 -1.692
H 3.309 -2.156 -0.539
H 4.884 -1.524 -0.032
H 2.906 2.454 -1.562
H 3.001 2.944 0.127
H -3.151 2.229 -1.432
H -2.992 2.153 0.320
H -5.317 -0.021 -1.399
H -5.040 1.257 -0.208
H -5.921 -0.200 0.242
H -4.197 -2.324 -1.083
H -4.677 -2.454 0.607
H -2.968 -2.547 0.174
H -3.655 0.800 1.864
H -2.711 -0.692 1.993
H -4.468 -0.731 2.171
H -0.197 0.679 -2.645
H -1.558 1.668 -3.203
H -0.986 0.316 -4.181
H -0.596 -1.836 -2.110
H -1.389 -1.972 -3.687
H -2.220 -2.510 -2.223
H -3.989 0.706 -3.033
H -4.157 -1.055 -2.901
H -3.323 -0.345 -4.279
H -2.725 4.658 -1.865
H -1.586 6.597 -2.898
H 0.863 6.768 -2.901
H 2.261 5.009 -1.852
H 1.298 1.484 2.289
H 2.562 2.704 2.130
H 2.574 1.597 3.502
H 2.085 -1.159 2.093
H 3.144 -0.639 3.412
H 3.810 -1.430 1.979
H 4.888 2.025 1.241
H 5.359 0.317 1.363
H 4.953 1.223 2.812
N 1.514 -2.534 6.241
C 0.948 -1.738 5.637
C 0.253 -0.749 4.851
C -0.188 0.443 5.409
C -0.854 1.345 4.596
C -1.034 1.027 3.263
N -0.611 -0.120 2.720
C 0.008 -0.996 3.503
H -0.009 0.654 6.455
H -1.230 2.278 4.992
H -1.537 1.713 2.589
H 0.321 -1.926 3.040
S 0.882 -2.451 -0.057
C -0.097 -3.936 0.011
C -0.299 -4.670 -1.155
C -1.020 -5.857 -1.121
C -1.544 -6.325 0.075
C -1.344 -5.597 1.241
C -0.627 -4.410 1.209
H 0.122 -4.308 -2.085
H -1.173 -6.417 -2.034
H -2.101 -7.252 0.101
H -1.744 -5.958 2.180
H -0.457 -3.849 2.120
*
```

Output
- Kohn-Sham gap (eV) = 6.544
- highest occupied orbital energy (eV) = -9.96

---

The following is a DFT calculation (wB97M-V/def2-TZVPD) of a molecular structure, C36H53N4NiOP2 in a non-equilibrium geometry.

Geometry as ORCA input:
```
! RIJCOSX wB97M-V def2-TZVPD def2/J DEFGRID3
* xyz 1 3
C -1.643 -1.368 -1.859
C 0.582 -1.648 -1.401
C -1.556 -2.122 -3.034
C 0.741 -2.571 -2.473
C -0.364 -2.802 -3.297
H -2.445 -2.161 -3.666
H 1.719 -3.001 -2.714
H -0.319 -3.464 -4.158
N -0.661 -1.356 -0.947
P -2.735 0.088 0.197
P 2.997 -0.033 0.075
C -2.795 -0.409 -1.587
H -2.650 0.495 -2.215
H -3.727 -0.887 -1.927
C 1.200 1.324 1.399
O 1.402 2.290 2.080
C 1.658 -0.565 -1.207
H 2.303 -0.843 -2.066
C 4.298 0.632 -1.279
C 3.694 -0.916 1.595
C -3.362 1.879 0.199
C -3.992 -1.150 0.868
C 4.213 2.163 -1.164
H 4.358 2.517 -0.133
H 5.005 2.607 -1.788
H 3.251 2.554 -1.524
C 5.697 0.126 -0.935
H 6.015 0.363 0.085
H 5.744 -0.958 -1.107
H 6.403 0.596 -1.638
C 4.102 0.204 -2.755
H 4.889 0.691 -3.356
H 4.227 -0.885 -2.873
H 3.154 0.537 -3.197
C 4.460 0.172 2.366
H 3.789 1.000 2.641
H 4.856 -0.278 3.286
H 5.297 0.600 1.800
C 2.525 -1.421 2.445
H 1.782 -0.625 2.604
H 2.015 -2.270 1.976
H 2.915 -1.742 3.420
C 4.544 -2.096 1.148
H 5.411 -1.806 0.551
H 4.910 -2.600 2.051
H 3.941 -2.803 0.564
C -4.276 -0.803 2.334
H -4.918 -1.587 2.765
H -3.356 -0.762 2.930
H -4.809 0.151 2.444
C -3.389 -2.560 0.778
H -3.163 -2.846 -0.257
H -2.476 -2.665 1.371
H -4.121 -3.280 1.174
C -5.315 -1.209 0.081
H -5.948 -1.974 0.556
H -5.872 -0.270 0.093
H -5.174 -1.521 -0.959
C -2.541 2.684 -0.826
H -2.769 2.394 -1.860
H -2.802 3.746 -0.712
H -1.456 2.579 -0.665
C -3.131 2.473 1.596
H -2.063 2.597 1.818
H -3.598 3.464 1.627
H -3.574 1.865 2.393
C -4.845 1.961 -0.162
H -5.079 1.462 -1.111
H -5.489 1.569 0.634
H -5.100 3.023 -0.280
Ni -0.695 0.296 0.905
N 0.459 1.347 -0.192
C 1.076 0.747 -1.203
C 0.934 1.469 -2.494
C 1.003 2.858 -2.413
C 0.847 0.871 -3.770
C 0.932 3.662 -3.546
H 1.127 3.279 -1.420
C 0.733 1.682 -4.917
H 0.856 -0.220 -3.908
C 0.789 3.082 -4.812
H 0.956 4.740 -3.424
H 0.566 1.234 -5.910
H 0.690 3.725 -5.700
N -0.396 -2.634 2.046
C -0.771 -1.784 3.056
C -1.053 -2.313 4.334
C -1.393 -1.434 5.357
C -1.409 -0.062 5.079
C -1.092 0.392 3.814
N -0.861 -0.453 2.765
H -0.244 -2.295 1.087
H -0.322 -3.630 2.221
H -0.998 -3.401 4.457
H -1.633 -1.815 6.348
H -1.663 0.661 5.847
H -1.022 1.446 3.580
*
```

Output
- Kohn-Sham gap (spin up / spin down) (eV) = 5.840 / 6.702
- highest occupied orbital energy (spin up / spin down) (eV) = -9.08 / -9.97

---

The following is a DFT calculation (wB97M-V/def2-TZVPD) of a molecular structure, C36H53N6O2PPdS.

Geometry as ORCA input:
```
! RIJCOSX wB97M-V def2-TZVPD def2/J DEFGRID3
* xyz 0 1
Pd -0.419 0.642 0.271
C 0.029 -3.959 1.402
C 0.210 -2.569 1.337
N -0.556 -1.795 0.608
C -1.551 -2.331 -0.112
C -1.821 -3.707 -0.109
C -0.991 -4.523 0.679
C -2.906 -4.221 -0.895
C -3.663 -3.391 -1.638
C -3.407 -1.977 -1.674
C -4.194 -1.103 -2.440
C -3.917 0.236 -2.419
C -2.853 0.692 -1.635
N -2.078 -0.105 -0.923
C -2.351 -1.435 -0.926
H 0.683 -4.564 2.014
H 0.982 -2.057 1.904
H -1.168 -5.592 0.707
H -3.106 -5.285 -0.875
H -4.489 -3.774 -2.225
H -5.018 -1.497 -3.023
H -4.506 0.949 -2.979
H -2.637 1.748 -1.570
C 3.910 3.984 1.607
C 3.039 2.890 0.981
C 1.976 3.530 0.077
C 3.929 2.054 0.048
P 2.144 1.719 2.175
N 1.093 0.777 1.511
C 3.432 0.527 2.910
C 2.783 -0.191 4.105
C 3.771 -0.568 1.887
C 4.745 1.163 3.379
C 1.470 2.754 3.628
C 0.377 1.916 4.317
C 2.470 3.240 4.682
C 0.750 3.985 3.062
H 4.386 4.550 0.800
H 4.705 3.583 2.236
H 3.337 4.692 2.198
H 2.466 3.953 -0.806
H 1.428 4.334 0.562
H 1.253 2.782 -0.258
H 4.293 2.706 -0.751
H 3.361 1.244 -0.413
H 4.800 1.637 0.548
H 1.798 -0.576 3.843
H 2.684 0.453 4.975
H 3.422 -1.030 4.395
H 2.876 -0.871 1.348
H 4.171 -1.438 2.415
H 4.526 -0.251 1.171
H 4.601 1.957 4.108
H 5.331 1.563 2.552
H 5.353 0.388 3.856
H 0.784 1.184 5.011
H -0.237 1.400 3.580
H -0.265 2.590 4.889
H 2.936 2.424 5.232
H 1.923 3.843 5.413
H 3.257 3.868 4.267
H 0.017 3.690 2.319
H 1.420 4.724 2.633
H 0.214 4.473 3.881
C 0.166 1.092 -3.375
N 1.201 0.090 -3.475
C 1.233 -0.622 -4.737
C 1.750 -0.435 -2.332
N 1.223 -0.257 -1.174
N 2.916 -1.172 -2.553
C 3.999 -0.538 -3.292
C 3.380 -2.030 -1.483
H 0.321 1.860 -4.137
H 0.207 1.545 -2.387
H -0.828 0.656 -3.521
H 0.227 -0.970 -4.997
H 1.891 -1.483 -4.672
H 1.581 0.032 -5.542
H 1.866 -0.490 -0.422
H 3.608 0.249 -3.931
H 4.517 -1.271 -3.913
H 4.727 -0.090 -2.605
H 2.537 -2.549 -1.028
H 3.919 -1.480 -0.702
H 4.059 -2.774 -1.902
O -1.468 8.771 -0.964
C -1.090 7.641 -1.610
O -0.606 7.728 -2.706
C -1.303 6.345 -0.905
C -0.891 5.186 -1.561
C -1.043 3.948 -0.970
C -1.604 3.809 0.305
S -1.867 2.265 1.104
C -2.021 4.977 0.953
C -1.875 6.217 0.360
H -1.835 8.555 -0.100
H -0.445 5.283 -2.542
H -0.690 3.065 -1.486
H -2.457 4.899 1.941
H -2.218 7.078 0.925
*
```

Output
- Kohn-Sham gap (eV) = 6.579
- highest occupied orbital energy (eV) = -6.92

---

The following is a DFT calculation (wB97M-V/def2-TZVPD) of a molecular structure, C36H54BBrIN7O3Ti.

Geometry as ORCA input:
```
! RIJCOSX wB97M-V def2-TZVPD def2/J DEFGRID3
* xyz 2 1
Ti -0.096 -0.388 -0.887
C -1.542 2.595 -3.103
C -0.166 3.043 -2.609
C 0.034 4.527 -2.931
C 0.032 2.792 -1.134
C 0.367 3.738 -0.188
C 0.369 3.117 1.055
C 0.459 3.900 2.343
C -0.960 4.188 2.845
C 1.358 3.377 3.456
N 0.093 1.814 0.853
N -0.131 1.611 -0.492
B -0.197 0.604 1.780
N 0.814 -0.625 1.445
N 0.294 -1.604 0.603
C 0.748 -2.811 0.974
C 1.644 -2.613 2.016
C 1.684 -1.257 2.282
C 2.581 -0.578 3.273
C 3.276 0.618 2.621
C 1.901 -0.275 4.614
C 0.252 -4.103 0.394
C 0.279 -5.191 1.474
C -1.154 -3.964 -0.186
N -1.613 0.054 1.403
N -1.865 -0.292 0.085
C -3.118 -0.798 0.017
C -3.668 -0.757 1.284
C -2.695 -0.251 2.139
C -2.793 -0.221 3.641
C -1.845 -1.261 4.249
C -2.637 1.149 4.299
C -3.733 -1.360 -1.234
C -3.491 -0.470 -2.449
C -5.223 -1.622 -1.028
H -1.670 2.912 -4.138
H -2.328 3.070 -2.512
H -1.692 1.522 -3.069
H 0.620 2.504 -3.145
H -0.643 5.152 -2.346
H -0.184 4.695 -3.984
H 1.057 4.861 -2.750
H 0.531 4.789 -0.354
H 0.882 4.853 2.019
H -1.450 3.272 3.170
H -1.573 4.647 2.067
H -0.921 4.871 3.693
H 1.010 2.426 3.855
H 1.351 4.098 4.274
H 2.391 3.265 3.129
H -0.125 0.910 2.919
H 2.208 -3.368 2.539
H 3.346 -1.328 3.482
H 2.555 1.318 2.200
H 3.932 0.290 1.813
H 3.881 1.152 3.354
H 1.093 0.446 4.524
H 2.639 0.133 5.306
H 1.493 -1.184 5.058
H 0.948 -4.404 -0.392
H -0.328 -4.904 2.335
H 1.292 -5.398 1.823
H -0.123 -6.119 1.069
H -1.860 -3.636 0.581
H -1.497 -4.926 -0.566
H -1.186 -3.260 -1.018
H -4.654 -1.078 1.574
H -3.814 -0.555 3.835
H -0.802 -0.995 4.063
H -2.027 -2.256 3.840
H -1.988 -1.307 5.329
H -1.590 1.444 4.373
H -3.034 1.104 5.314
H -3.187 1.924 3.762
H -3.248 -2.326 -1.416
H -3.847 0.546 -2.268
H -4.022 -0.869 -3.313
H -2.439 -0.415 -2.730
H -5.756 -0.695 -0.804
H -5.408 -2.331 -0.220
H -5.650 -2.043 -1.938
N 1.674 -4.043 -3.250
C 1.893 -3.004 -2.439
O 0.952 -2.405 -1.907
C 3.324 -2.618 -2.206
I 4.163 -3.819 -0.660
H 0.730 -4.356 -3.413
H 2.432 -4.567 -3.654
H 3.388 -1.586 -1.883
H 3.942 -2.789 -3.082
Br 5.681 1.977 -4.862
C 3.938 1.295 -4.971
C 3.338 1.128 -6.215
C 2.045 0.623 -6.310
C 1.344 0.290 -5.165
C 1.962 0.461 -3.926
C 3.261 0.963 -3.816
C 1.244 0.138 -2.713
O 1.751 0.159 -1.556
O -0.032 -0.234 -2.756
H 3.884 1.394 -7.110
H 1.591 0.495 -7.283
H 0.336 -0.097 -5.223
H 3.718 1.100 -2.845
*
```

Output
- Kohn-Sham gap (eV) = 6.945
- highest occupied orbital energy (eV) = -13.97